{"formula": "C16H32N2O3", "method": "ωB97M-V/def2-TZVPD", "symbols": ["O", "O", "O", "C", "C", "C", "N", "N", "C", "C", "C", "C", "C", "C", "C", "C", "C", "C", "C", "C", "C", "H", "H", "H", "H", "H", "H", "H", "H", "H", "H", "H", "H", "H", "H", "H", "H", "H", "H", "H", "H", "H", "H", "H", "H", "H", "H", "H", "H", "H", "H", "H", "H"], "xyz": [[2.036508, -1.127463, -4.090441], [-1.912409, -1.471833, -1.490861], [-3.075149, 0.257549, 3.232791], [0.952567, -1.599472, -4.392534], [-2.306644, -2.028877, -2.509175], [-2.527874, -0.288409, 2.282830], [-3.566469, -2.467623, -2.581383], [-0.029820, -1.679201, -3.498220], [0.716698, -2.101742, -5.804069], [-3.020277, -1.653815, 1.826615], [-4.197781, -3.133202, -3.721690], [-1.373881, -2.223633, -3.714898], [4.781846, 0.192401, 4.215395], [-1.368580, 0.392554, 1.557057], [4.102793, 0.915792, 3.052771], [-1.650069, 1.883510, 1.300522], [3.468569, 2.223092, 3.540372], [-0.589254, 2.534823, 0.398810], [2.707382, 2.974835, 2.439597], [0.559501, 3.219387, 1.156591], [1.412652, 2.268787, 2.008505], [-4.125689, -2.305125, -1.756834], [0.174824, -1.314146, -2.577813], [1.631198, -1.967290, -6.380418], [-0.084727, -1.527118, -6.263263], [0.458699, -3.158286, -5.777094], [-3.449498, -1.577578, 0.824737], [-3.783767, -2.032365, 2.511990], [-2.186607, -2.360284, 1.801458], [-3.677544, -4.065708, -3.950156], [-5.238418, -3.363575, -3.484340], [-4.177708, -2.481577, -4.597857], [-1.827342, -1.729273, -4.573385], [-1.300397, -3.290236, -3.924607], [5.552448, 0.827620, 4.663705], [4.048191, -0.067161, 4.985249], [5.253915, -0.728689, 3.860121], [-0.465961, 0.265826, 2.157006], [-1.205544, -0.113427, 0.602483], [4.838890, 1.130318, 2.271342], [3.337944, 0.260534, 2.625637], [-1.726983, 2.427713, 2.248454], [-2.620103, 1.965099, 0.798113], [4.261417, 2.874534, 3.921825], [2.787622, 2.015561, 4.371785], [-1.086068, 3.302698, -0.202974], [-0.183731, 1.794930, -0.299102], [2.453920, 3.967162, 2.827546], [3.357901, 3.116364, 1.570447], [0.152617, 4.008173, 1.797440], [1.204549, 3.699957, 0.413703], [0.846281, 1.965858, 2.894735], [1.659362, 1.372034, 1.431480]], "atomic_forces_ev_per_a": [[0.0, 0.1, 0.1], [0.3, -0.1, -0.3], [0.6, -0.4, -0.9], [1.5, 0.2, -1.0], [1.2, 0.8, 0.7], [-0.6, 0.4, 1.0], [-1.0, -0.6, -0.7], [-2.0, -0.3, 1.2], [0.0, 0.1, 0.3], [0.1, 0.1, 0.2], [0.3, 0.2, 0.2], [0.4, 0.2, 0.0], [0.1, -0.1, -0.3], [-0.6, -0.1, -0.2], [-0.1, 0.1, 0.6], [0.2, -0.2, -0.1], [0.1, 0.0, -0.7], [0.0, 0.4, 0.3], [-0.2, -0.3, 0.5], [-0.1, -0.6, -0.3], [0.2, 0.6, -0.2], [0.2, 0.0, -0.1], [-0.1, 0.0, 0.0], [-0.1, 0.0, 0.2], [-0.2, -0.1, -0.2], [-0.2, -0.1, -0.2], [0.2, 0.0, 0.0], [0.2, 0.2, 0.0], [0.0, 0.0, -0.2], [-0.1, 0.0, -0.1], [0.2, 0.1, 0.0], [-0.1, -0.1, 0.0], [-0.2, -0.1, -0.2], [-0.2, -0.2, -0.1], [-0.1, -0.1, 0.0], [0.1, 0.0, 0.0], [0.0, 0.1, 0.2], [0.0, -0.1, 0.1], [0.0, 0.0, 0.0], [-0.1, 0.0, 0.0], [0.1, 0.1, -0.1], [-0.1, -0.1, -0.1], [0.0, 0.0, 0.2], [0.0, -0.1, 0.1], [0.0, 0.0, 0.0], [0.1, -0.1, -0.1], [0.0, 0.0, 0.0], [0.0, 0.0, -0.1], [0.0, 0.0, 0.0], [0.0, 0.0, 0.0], [0.0, 0.1, 0.1], [0.1, -0.1, 0.0], [-0.1, 0.0, 0.0]], "charge": 0, "smiles": "CCCCCCCCCC(C)=O.CNC(=O)CNC(C)=O", "fmax_ev_per_a": 2.35, "e_above_lowest_kcal_mol": 0.0}